The molecule C8H14NO3P in a non-equilibrium geometry, computed with ωB97M-V/def2-TZVPD.

Results
charge: 0
energy above the lowest of the compared OMol25 structures with the same formula, charge and spin: 0.804 eV
HOMO-LUMO gap: 10.11 eV
electronic energy: -25443.422 eV
LUMO: 0.8 eV
spin multiplicity: 1

The geometry in XYZ format:
```
27
Properties=species:S:1:pos:R:3:forces:R:3:lowdin_charge:R:1
C 2.927005 -1.302742 0.972086 0.6638 1.3918 0.5319 -0.18
C 1.751935 -1.607002 0.479867 -1.1821 -0.0558 -2.1354 -0.14
C -1.646779 -0.286298 -0.265865 -2.0765 -0.0830 -1.0689 -0.52
C 3.556242 0.012404 0.578579 -2.3806 1.6382 0.9945 -0.25
C 2.843460 0.699438 -0.671524 -0.3480 -1.5896 1.3546 -0.21
C -2.066312 2.054854 0.260278 -0.2580 0.3071 0.1649 -0.03
C -3.698151 -1.667903 -0.308070 1.3820 2.3140 3.5512 0.02
C -1.142513 1.105143 -0.503220 -0.1682 -0.4248 2.8164 -0.40
N 0.213800 1.182772 -0.045270 1.2044 -1.9543 1.4984 -0.07
O -0.968931 -1.180453 0.123555 0.7598 -1.5417 0.7948 0.07
O 0.779986 -0.403700 -2.173080 -0.5218 -0.8862 0.3071 -0.33
O -2.937636 -0.416939 -0.589678 -1.0782 -0.1216 -0.8213 -0.06
P 1.198003 -0.265716 -0.761227 1.5284 3.4083 1.4456 0.76
H 3.331155 -1.739493 1.881943 0.2266 -0.6660 -0.4315 0.11
H 1.270572 -2.573084 0.623748 -0.3699 0.6001 0.2130 0.08
H 3.394097 0.607681 1.557315 0.3363 -0.2706 -1.5932 0.13
H 4.582190 -0.004514 0.434106 2.0633 -0.4395 -0.1318 0.06
H 2.673864 1.788365 -0.414212 0.1747 -1.3625 -0.9857 0.09
H 3.357272 0.436285 -1.647714 -0.3800 0.7605 1.2327 0.10
H -3.078913 1.962420 -0.129475 0.0536 0.2621 -0.1582 0.08
H -2.170552 1.747843 1.333768 0.4603 0.2378 -0.7630 0.10
H -1.725832 3.101688 0.203749 -0.1171 -0.4730 0.0419 0.09
H -4.759773 -1.350815 -0.164062 0.9452 -0.3105 -0.6362 0.10
H -3.271002 -1.804052 0.771710 -1.0672 -1.1775 -1.9931 0.12
H -3.522744 -2.436735 -1.039456 0.1514 -0.2179 -0.0261 0.08
H -1.022409 1.193234 -1.512232 -0.7362 0.8045 -3.0354 0.11
H 0.131971 1.147332 1.004382 0.7340 -0.1500 -1.1671 0.11
```
Positions in Å, forces in eV/Å.

A cluster of 5 separate species, C2H13O4S in total in a non-equilibrium geometry, computed with ωB97M-V/def2-TZVPD.

Results
charge: -1
energy above the lowest of the compared OMol25 structures with the same formula, charge and spin: 0.571 eV
HOMO-LUMO gap: 6.94 eV
electronic energy: -21311.979 eV
LUMO: 3.6 eV
spin multiplicity: 1

The geometry in XYZ format:
```
20
Properties=species:S:1:pos:R:3:forces:R:3:lowdin_charge:R:1
C 0.874309 -1.553636 -1.026158 -0.3938 -0.1916 -1.4163 -0.25
C 1.632160 -1.593258 0.258660 0.2575 0.2843 1.0792 -0.75
S 2.291829 0.047081 0.780701 0.2532 0.0226 -0.5068 0.28
H 1.460955 -1.086310 -1.825648 0.1148 0.2019 0.2293 0.05
H -0.064163 -1.000058 -0.946269 -0.0066 0.0442 0.1806 0.04
H 0.616746 -2.532517 -1.464363 -0.0308 -0.0796 0.4811 0.06
H 2.454718 -2.311606 0.203177 0.0866 0.1294 -0.1345 0.03
H 1.004589 -1.941802 1.083950 -0.1634 -0.1081 -0.1842 0.03
H 1.226803 1.626626 -1.269348 0.3623 -0.2885 0.3805 -0.03
H 0.202784 0.873429 -2.077014 0.1309 -0.0231 -0.0194 0.00
O 0.570303 1.756178 -1.963894 -0.3932 0.1480 -0.1859 -0.09
H -3.116051 -1.188127 0.864105 0.1937 0.0975 1.0733 0.01
H -2.961193 -0.539129 -0.455558 0.0595 0.0202 0.0111 0.01
O -3.238284 -1.372745 -0.052518 -0.1904 0.0013 -1.0350 -0.07
H 0.963172 1.471203 1.775105 -0.8347 -1.0916 0.3323 -0.12
H 0.481637 2.689626 2.461877 -0.7169 -0.6521 0.2659 0.03
O 0.191282 1.755025 2.357795 1.1851 1.5952 -0.4233 -0.18
H -1.684772 1.746535 1.192208 0.1734 -0.1624 -0.5059 0.02
H -1.015058 1.528275 -0.141927 0.2121 0.1077 -0.1251 0.00
O -1.891774 1.625216 0.245127 -0.2991 -0.0551 0.5031 -0.09
```
Positions in Å, forces in eV/Å.

A cluster of 8 separate species, C5H28N2O8 in total in a non-equilibrium geometry, computed with ωB97M-V/def2-TZVPD.

Results
charge: 0
energy above the lowest of the compared OMol25 structures with the same formula, charge and spin: 5.167 eV
HOMO-LUMO gap: 8.45 eV
electronic energy: -24995.721 eV
LUMO: 0.2 eV
spin multiplicity: 1

The geometry in XYZ format:
```
43
Properties=species:S:1:pos:R:3:forces:R:3:lowdin_charge:R:1
C -2.437367 0.422811 -0.703239 2.8830 0.7217 -0.3998 -0.20
N -2.082651 -0.849575 -0.083767 -0.2316 -1.9531 -1.5183 -0.09
C -0.868734 -0.844982 0.763188 -2.6915 0.7027 2.0109 -0.22
C -0.051102 -2.101647 0.862871 2.5688 1.5875 0.3398 -0.31
C 0.770788 -1.948005 2.208765 -2.1658 5.6987 -1.6347 -0.01
O 0.955892 -1.950774 -0.177791 0.7005 -0.5365 2.3992 -0.08
C -1.657005 0.724890 -2.080752 -4.1997 2.9403 -0.0166 -0.24
N -1.051710 2.048765 -2.404664 1.8153 1.0012 1.7897 -0.03
H -3.461036 0.374585 -0.908242 -1.6569 0.3973 -0.1778 0.08
H -2.134841 1.272845 -0.057476 -0.6412 -0.6589 0.0328 0.09
H -2.208778 -1.690239 -0.793568 0.7499 2.3062 2.0599 0.17
H -0.290094 0.078955 0.600461 0.2815 -0.8221 -0.3608 0.09
H -1.206221 -0.630699 1.841139 -0.0643 -0.2883 -1.4306 0.11
H -0.496543 -3.121387 0.835308 -0.3145 1.0218 -0.0678 0.16
H 1.155282 -2.847800 2.353947 2.0997 -3.5519 1.6957 0.02
H 0.107411 -1.455824 2.924893 -0.4512 -1.5795 0.6603 0.07
H 1.446923 -1.005454 2.267437 -0.3870 -2.1774 -1.1629 0.09
H 0.649929 -2.157663 -1.023811 -0.8425 -0.7640 -2.1286 0.02
H -2.464628 0.632265 -2.856897 0.8539 -0.3116 0.3956 0.11
H -1.026647 -0.069886 -2.165941 2.3736 -1.8666 -0.6715 0.04
H -0.235700 2.283105 -1.742010 -1.7266 -0.7497 -1.0677 0.06
H -1.635128 2.929757 -2.347176 0.2850 -2.0137 -0.0127 0.09
H 0.845231 -0.066936 -0.829461 -2.2883 -3.9236 -1.4010 -0.06
H 2.034814 0.909930 -1.424205 -0.9693 -0.7230 0.0161 0.05
O 1.422305 0.601412 -0.720682 3.4521 5.3107 0.5876 -0.03
H 1.516769 1.435370 2.643133 -3.2157 -0.8463 1.0769 0.10
H 0.798005 2.371226 3.531203 -1.1167 -0.9298 -0.0744 0.06
O 0.547131 1.499308 3.124209 4.6074 1.3998 -1.0110 -0.14
H 2.488591 2.812325 -2.817250 -0.4263 0.2482 -0.1040 0.05
H 1.722007 1.527147 -3.394782 1.4361 1.3907 0.6495 0.07
O 2.584440 1.880960 -3.014017 -1.1478 -1.5523 -0.6137 -0.07
H -3.322536 -1.599717 1.827244 0.1687 -0.3320 -0.2507 0.03
H -2.920774 -1.661460 3.201102 2.1524 4.9797 6.4476 -0.08
O -3.134266 -2.193115 2.570037 -2.2770 -4.7243 -6.2714 0.02
H 1.183862 -0.754059 -3.138529 0.5069 -1.0229 0.3017 0.05
H 2.441399 -1.652276 -2.921300 0.3731 0.1079 -0.0725 0.06
O 1.503724 -1.599634 -2.749041 -0.9570 0.8246 -0.6990 -0.03
H -1.409471 2.896062 1.490599 0.8092 -0.7923 0.4020 0.06
H -0.027189 2.140238 1.144379 2.4170 -3.3110 2.1010 -0.08
O -0.630888 2.763671 0.940912 -3.2954 4.4113 -2.6421 -0.03
H 2.452404 0.202027 0.512528 -1.1347 -0.5211 -2.2045 -0.05
H 3.255468 -0.358982 1.695588 -0.1912 0.4028 -0.2316 0.06
O 2.769481 0.409897 1.359584 1.8582 0.4988 3.2594 -0.07
```
Positions in Å, forces in eV/Å.

A structure of composition C22H49AlBr2Cl5F10KO10P2S in a non-equilibrium geometry, computed with ωB97M-V/def2-TZVPD.

Results
charge: 0
HOMO-LUMO gap: 1.71 eV
electronic energy: -326267.744 eV
LUMO: -4.7 eV
spin multiplicity: 1

The geometry in XYZ format:
```
103
Properties=species:S:1:pos:R:3:forces:R:3:lowdin_charge:R:1
C 2.814040 4.531817 -1.219249 -1.8644 1.8477 4.1308 -0.28
C 1.766706 3.403490 -0.770032 0.5325 -1.3842 1.0268 -0.44
F 2.378012 2.612000 0.274665 -0.5086 1.3232 -1.3545 -0.11
P 1.281838 2.189591 -2.151435 -0.2639 -1.3079 -0.4894 0.47
C 0.086058 3.481722 -2.987848 -0.4114 0.5328 -1.4956 -0.31
C -1.432695 3.061235 -2.808003 -0.5772 0.5173 -0.3577 -0.18
C -2.331661 4.155139 -2.038181 2.6973 0.2101 0.5346 -0.32
F -1.454820 4.669786 -1.032192 -1.9811 -0.9437 -1.4724 0.05
F -2.635281 5.267213 -2.839774 -0.0858 -2.2555 1.3091 0.08
C -3.580148 3.544385 -1.240435 1.4649 1.0614 3.9326 -0.33
F -3.872545 4.444720 -0.186145 0.4684 -1.6686 -2.5788 0.07
F -3.285439 2.332346 -0.598641 -0.1027 2.7294 -1.7788 0.09
S -5.191696 3.322678 -2.193967 -4.9957 -0.8895 4.1574 1.04
F -6.029406 3.299484 -0.731581 1.4164 0.1156 -2.6477 -0.16
F -5.021969 1.627565 -2.025042 -0.2793 1.7237 -1.1219 -0.23
F -4.423807 3.188503 -3.727112 0.4412 0.1584 -0.8414 -0.43
F -5.484419 4.963051 -2.335081 0.8966 -1.9928 -0.2428 -0.17
F -6.667826 3.042293 -2.992833 1.5389 0.1624 0.2279 -0.22
H 3.590458 4.677764 -0.403382 -1.5305 -0.3242 -0.6884 0.07
H 2.233678 5.502119 -1.342543 1.1128 -1.1585 -0.2592 0.11
H 3.394685 4.277806 -2.236984 -0.9719 -1.6754 -1.2777 -0.20
H 0.826570 3.840284 -0.279204 1.4055 0.0773 -0.5845 0.13
H 2.401973 2.611201 -3.024336 0.4463 0.7402 -0.1782 0.02
H 2.155828 1.157519 -1.610532 0.1976 0.3670 0.2902 0.02
H 0.241200 1.687439 -1.276238 -0.3320 0.1675 0.4241 0.02
H 0.889878 1.234069 -3.188166 -0.1820 0.2419 0.0133 -0.02
H 0.317222 3.383119 -4.107303 -0.1758 0.1114 1.5848 0.10
H 0.328390 4.555164 -2.720005 -0.7415 -1.1234 -0.1373 0.09
H -1.569149 2.010029 -2.369645 0.3493 1.4389 -0.2395 0.12
H -1.897827 2.997247 -3.879268 0.6813 0.6317 1.2358 -0.06
C 2.283467 -1.747434 1.989852 0.4439 -0.1113 0.2226 -0.04
O 1.212017 -1.340558 1.138625 -0.3245 0.0767 -0.0186 -0.03
C 0.022990 -1.255281 1.753568 0.0778 0.0568 0.0165 -0.60
O -0.190190 -1.487091 2.914304 0.0315 0.0110 -0.3189 0.14
O -0.887535 -0.865047 0.847908 0.2541 -0.0690 -0.0346 -0.01
C -2.209094 -0.730459 1.371598 -0.3905 0.1098 0.1936 -0.04
H 3.192746 -1.781951 1.389827 -0.2544 0.0635 -0.1899 0.08
H 2.428851 -1.026676 2.796622 -0.1541 -0.1382 0.0097 0.10
H 2.098214 -2.745133 2.392234 -0.0707 0.1573 0.0758 0.10
H -2.238377 0.030334 2.154066 0.0307 -0.1740 0.0471 0.10
H -2.572800 -1.687383 1.750440 0.0936 0.1261 0.0972 0.10
H -2.858553 -0.412357 0.555601 0.2581 -0.0450 -0.0982 0.08
Al -3.027674 1.878267 -4.941576 1.9820 -0.5762 0.2926 0.92
Cl 3.623165 -3.531365 -1.332186 0.1397 -0.0066 0.0623 0.54
C 1.906422 -3.105442 -1.557532 -0.3892 0.0302 -0.1052 -0.66
C 1.460331 -3.265902 -2.996105 0.0147 -0.0035 0.0516 -0.67
Cl 2.207984 -2.060191 -4.064150 1.0369 -0.1229 0.8639 0.42
H 1.762234 -2.084514 -1.204224 0.0896 -0.1012 -0.0875 0.05
H 1.329273 -3.772696 -0.914521 0.0596 0.0057 -0.0644 0.07
H 0.380183 -3.123902 -3.068254 0.0653 0.0771 -0.0293 0.05
H 1.699654 -4.257371 -3.383653 0.0464 0.1262 0.0406 0.07
Br 4.724132 5.106468 -2.419708 1.6492 0.7626 -0.9077 0.71
C -5.307023 3.359641 5.334657 0.3850 -0.0831 0.3458 -0.42
O -3.966566 3.410351 5.853473 -0.6770 3.3048 -1.2797 -0.26
P -2.891466 4.334836 4.882408 6.9927 -5.6164 2.5732 0.71
O -2.204698 3.092204 4.318659 -1.2924 0.9396 -0.7372 -0.29
O -2.106052 4.893426 6.199989 -0.3510 0.9546 -1.0421 -0.28
C -1.600959 3.965405 7.145756 -0.2453 -0.3194 0.5109 -0.12
O -1.996682 5.421146 3.909843 -3.0570 1.0140 0.8987 -0.25
C -2.166814 5.238044 2.511545 0.0979 -0.0054 -0.3799 -0.18
H -5.918874 2.754586 5.999986 0.4355 0.0777 0.0817 0.02
H -5.725483 4.365512 5.285920 -0.0366 -0.1722 0.0872 0.03
H -5.302665 2.908968 4.339963 0.3306 0.0636 0.2345 -0.03
H -1.371812 2.998253 6.693641 -0.1141 0.0925 -0.1173 0.08
H -2.331434 3.830895 7.946522 0.0528 -0.1026 -0.0470 0.08
H -0.686087 4.373318 7.576773 -0.0564 0.1734 -0.1526 0.09
H -3.206503 5.001418 2.278493 0.1185 -0.0446 -0.2541 0.07
H -1.513122 4.437621 2.158430 -0.1630 -0.1633 0.1452 0.08
H -1.894871 6.161589 2.002669 -0.0681 -0.1780 0.3170 -0.01
Br -7.593300 2.889681 4.222702 -2.2163 -0.2954 -1.1747 -0.12
C 6.124820 -11.717149 0.293789 -0.1663 0.1824 -0.2542 -0.11
O 5.199479 -10.846722 -0.330350 0.2377 0.0292 0.3215 -0.21
C 4.032808 -10.639449 0.456478 0.0445 0.1818 -0.5037 -0.20
C 3.462322 -9.247500 0.214381 0.0269 -0.0136 0.2913 -0.18
O 4.190274 -8.208620 0.869671 0.0942 -0.1763 -0.2086 -0.13
C 5.472876 -7.890024 0.326984 -0.1389 0.2642 0.0153 -0.17
C 5.407961 -7.196277 -1.028266 0.1809 -0.5140 -0.0315 -0.20
O 5.158250 -8.145305 -2.059079 -0.2979 0.0481 0.0271 -0.21
C 4.512401 -7.570227 -3.177566 0.1679 -0.1506 0.1111 -0.11
H 5.701374 -12.721429 0.390772 0.0773 -0.0770 0.1334 0.09
H 7.019137 -11.764690 -0.328699 -0.1234 0.0042 -0.0480 0.09
H 6.413231 -11.331085 1.277560 -0.0299 -0.1090 0.0750 0.09
H 4.253719 -10.757751 1.523486 0.0087 0.0327 -0.0105 0.12
H 3.295533 -11.393759 0.157311 -0.1753 0.0079 0.1780 0.12
H 2.461334 -9.218357 0.653470 0.0750 0.0134 0.0932 0.13
H 3.347221 -9.035143 -0.848666 0.1873 -0.1560 -0.0701 0.12
H 6.117999 -8.769018 0.303446 -0.0451 -0.0344 -0.2485 0.12
H 5.919650 -7.190855 1.039710 -0.1409 0.0323 -0.0250 0.13
H 6.372252 -6.719619 -1.244040 -0.0153 0.1979 0.1540 0.13
H 4.623419 -6.432518 -1.006691 0.0072 0.0213 0.0271 0.10
H 3.568786 -7.100594 -2.880254 0.0153 0.1344 -0.0403 0.08
H 4.289002 -8.367261 -3.887764 0.1034 -0.0014 0.0749 0.09
H 5.160963 -6.833045 -3.661118 -0.1087 0.1116 -0.0570 0.09
K -5.638954 1.669488 -5.846674 -1.8646 -0.1633 -0.4063 0.76
Cl -2.524060 8.136397 0.808871 -0.0362 0.3659 -0.2643 0.60
C -4.245543 8.549478 0.612058 -0.2435 -0.0133 0.0198 -0.63
C -4.707734 8.404554 -0.822822 -0.1328 -0.1241 0.1330 -0.67
Cl -3.982105 9.632015 -1.891256 0.0471 -0.0222 -0.0462 0.54
H -4.394371 9.564402 0.981648 0.0894 -0.0796 -0.1117 0.07
H -4.808993 7.868117 1.252120 0.0338 -0.0032 -0.1049 0.08
H -5.789326 8.537146 -0.877907 0.0825 0.0358 0.0774 0.08
H -4.463606 7.419982 -1.224790 0.0761 0.1243 0.0685 0.04
Cl 0.059003 -1.927168 -5.839489 -1.5071 0.5217 -0.6202 -0.56
```
Positions in Å, forces in eV/Å.

Which value of HOMO-LUMO gap does entry 3 give?
8.45 eV